[1]
This record from the Open Molecules 2025 dataset describes a structure of composition C33H57FeN4OP2 at a distorted geometry. The level of theory is wB97M-V/def2-TZVPD.

Geometry as XYZ:
```
98
Properties=species:S:1:pos:R:3:forces:R:3
C -1.804 2.069 0.775 -0.1815 0.7526 -0.0117
C -1.231 1.371 -1.375 0.4629 -0.6397 -0.6037
C -2.645 3.054 0.264 0.7091 -0.1284 1.0728
C -2.285 2.144 -1.934 0.5305 0.3264 0.2038
C -2.923 3.051 -1.098 -0.4721 -0.8031 -0.5468
H -2.994 3.821 0.958 -0.0758 -0.1813 -0.4203
H -2.489 2.108 -3.011 0.2477 0.2380 0.4430
H -3.661 3.731 -1.493 -0.0759 0.0923 -0.1363
N -1.259 1.144 -0.013 1.5899 -0.5083 -1.2543
P -0.705 0.465 2.778 -0.0387 0.3878 0.1665
P 0.763 -0.707 -2.668 -1.7497 -1.2780 -0.9643
C -1.258 2.131 2.178 -0.2312 0.1271 0.0361
H -0.402 2.822 2.152 -0.3008 -0.2521 -0.0602
H -2.024 2.578 2.805 0.1520 0.0493 0.2201
C 1.200 -1.594 0.864 4.3470 -2.2182 -2.3506
O 2.175 -2.195 0.581 -3.4795 1.7117 1.6316
C 0.014 1.036 -2.236 -4.1702 -0.8997 1.1405
H -0.470 1.048 -3.331 1.8124 1.3621 2.3873
C 1.562 -0.058 -4.249 0.0885 0.0244 -0.1040
C 0.161 -2.553 -3.116 0.6249 -0.3229 0.3816
C 0.877 0.677 3.780 -0.0190 0.3604 0.3474
C -2.178 0.034 3.862 0.4059 0.1146 0.2326
C 3.027 -0.239 -3.828 0.5063 0.1311 -0.2275
H 3.271 -1.299 -3.672 0.0453 0.2636 -0.1500
H 3.692 0.187 -4.593 0.0273 -0.1584 0.1639
H 3.206 0.269 -2.866 0.0943 -0.1206 -0.4466
C 1.233 -0.768 -5.571 0.1326 -0.1207 -0.2362
H 1.463 -1.835 -5.588 -0.1159 0.3492 -0.0926
H 0.184 -0.628 -5.860 0.3129 0.0408 0.1219
H 1.833 -0.307 -6.368 -0.0061 0.0008 0.2000
C 1.283 1.433 -4.516 0.3642 0.3475 0.2713
H 2.053 1.850 -5.178 -0.0541 -0.2617 0.0417
H 0.314 1.616 -4.994 0.0701 -0.1899 -0.0199
H 1.293 2.006 -3.585 0.0679 -0.2063 -1.0975
C 1.417 -3.338 -3.500 0.1241 -0.2461 -0.2021
H 2.159 -3.275 -2.697 -0.1120 -0.0948 -0.0410
H 1.166 -4.399 -3.642 -0.0078 0.1265 0.0383
H 1.902 -3.000 -4.414 -0.0730 -0.1468 0.2120
C -0.394 -3.205 -1.859 -0.1345 0.2394 0.4855
H 0.310 -3.176 -1.022 0.0296 -0.0445 -0.1670
H -1.309 -2.715 -1.524 0.0332 -0.0101 -0.1181
H -0.643 -4.256 -2.048 0.1076 0.1044 -0.1418
C -0.962 -2.539 -4.150 0.0227 0.1611 -0.3128
H -0.647 -2.213 -5.140 -0.0869 -0.1033 0.2079
H -1.362 -3.557 -4.269 0.0882 0.1472 0.1661
H -1.785 -1.892 -3.822 0.0846 -0.1282 -0.0263
C -1.941 -1.355 4.463 -0.1637 -0.2268 0.1692
H -2.822 -1.644 5.055 0.2575 0.0487 -0.0562
H -1.815 -2.112 3.678 -0.1118 0.2430 0.1712
H -1.057 -1.404 5.113 -0.2365 0.1121 -0.1070
C -3.434 -0.004 2.983 -0.0240 -0.1293 -0.1898
H -3.711 0.990 2.605 0.0301 -0.2346 0.1211
H -3.298 -0.674 2.130 -0.0879 0.1872 0.1781
H -4.272 -0.398 3.581 0.2107 0.2138 -0.1239
C -2.386 1.095 4.961 -0.2394 -0.1529 0.3836
H -3.421 1.032 5.327 0.2065 -0.0232 -0.0783
H -1.722 0.952 5.820 -0.3510 -0.0138 -0.2734
H -2.236 2.117 4.597 -0.1068 -0.2395 0.1519
C 1.729 1.716 3.044 0.2595 0.1992 -0.2759
H 1.280 2.717 3.061 0.1318 -0.2029 0.1100
H 2.718 1.808 3.517 -0.2469 -0.1498 -0.0093
H 1.889 1.432 1.993 -0.0601 0.0498 0.2590
C 1.665 -0.640 3.797 0.2226 -0.0773 -0.0900
H 1.899 -0.982 2.785 0.0698 0.2228 0.3817
H 2.630 -0.491 4.312 -0.3821 0.0072 -0.0715
H 1.137 -1.452 4.297 -0.0675 0.0257 0.1299
C 0.650 1.151 5.215 0.2938 0.0480 0.4236
H 0.068 2.073 5.261 0.0888 -0.0591 -0.0402
H 0.155 0.399 5.838 0.1040 0.0870 -0.1835
H 1.616 1.356 5.701 -0.1147 -0.0487 -0.2295
Fe -0.082 -0.380 0.635 -1.3638 0.1237 0.1175
N 1.299 0.596 -0.201 -1.2400 0.3845 -1.6742
C 1.229 1.286 -1.298 1.7603 0.7924 0.9922
C 2.312 2.490 -1.253 -0.7099 -0.6713 -0.2678
C 2.714 3.197 -2.538 0.5152 0.5531 0.0408
C 1.683 3.520 -0.329 -0.4737 1.0118 0.5576
C 3.603 1.990 -0.615 0.3552 -0.0912 0.8420
H 3.203 2.502 -3.235 -0.2624 0.4678 0.0674
H 1.870 3.745 -2.987 0.3942 -0.2597 -0.0906
H 3.480 3.953 -2.257 -0.4849 -0.3551 -0.1931
H 1.571 3.119 0.707 -0.1215 0.2992 -0.8905
H 2.356 4.411 -0.265 -0.5038 -0.5631 -0.0371
H 0.694 3.875 -0.737 0.8049 -0.3427 0.5227
H 4.238 2.867 -0.426 -0.0542 -0.1449 -0.1186
H 3.438 1.513 0.373 0.0460 0.1434 -0.7626
H 4.174 1.316 -1.263 -0.1847 0.0168 0.1356
C -0.468 -3.737 2.202 0.5441 0.0344 0.2678
C -1.569 -3.140 1.416 -0.9692 0.4853 -0.9449
N -1.653 -1.963 0.783 -0.5972 -0.4427 0.0167
C -2.928 -1.922 0.175 0.7926 -0.1827 0.3809
C -3.583 -3.089 0.441 0.2698 0.3245 -0.0503
N -2.712 -3.848 1.221 -0.6300 0.0223 -0.2232
H 0.064 -2.943 2.756 -0.1444 -0.5227 -0.2166
H -0.884 -4.468 2.923 0.3411 0.3854 -0.3622
H 0.241 -4.252 1.527 -0.2102 0.1979 0.4035
H -3.253 -1.035 -0.388 0.2093 -0.6690 0.3749
H -4.579 -3.398 0.143 0.3487 -0.1242 0.2096
H -2.904 -4.787 1.589 0.1895 0.8456 -0.2885
```
Forces are in eV/Å.

## Properties
- total energy (eV) = -96108.061
- total charge = +1
- spin multiplicity = 5
- ΔE to the lowest compared entry with this formula, charge and spin (kcal per mole) = 127.8
- E_HOMO (alpha / beta) (eV) = -7.417 / -10.699
- molecular weight (u) = 643.6
- maximum force (eV/A) = 5.42

Here are the Mulliken charges for atoms 1 to 6, given in e: C 0.250; C -0.046; C -0.958; C -1.396; C -0.859; H 0.497

=====

[2]
This record from the Open Molecules 2025 dataset describes a structure of composition C33H57NP2W at a distorted geometry. The level of theory is wB97M-V/def2-TZVPD.

Geometry as XYZ:
```
94
Properties=species:S:1:pos:R:3:forces:R:3
W -0.376 0.300 -0.558 -4.9059 0.7638 2.9666
C 0.043 -0.964 -2.286 0.3071 -0.3748 -0.1627
C -0.274 0.390 -2.678 0.6058 0.2848 -0.2356
C 1.661 0.429 -1.370 0.9082 -0.2811 -1.8702
C 1.224 -0.928 -1.478 1.2274 0.2483 -1.1800
C 0.759 1.249 -2.128 1.4527 -0.6236 -0.8662
C -0.640 -2.205 -2.764 -0.1180 -0.3852 -0.1552
H -1.726 -2.080 -2.848 0.1942 -0.0232 -0.0185
H -0.440 -3.054 -2.100 -0.1354 0.2470 -0.1388
H -0.266 -2.504 -3.757 -0.0943 0.2244 0.2471
C 2.079 -2.087 -1.099 0.1021 -0.2666 0.5123
H 1.699 -3.024 -1.517 0.0987 0.2101 0.1273
H 2.125 -2.157 -0.008 0.1743 -0.3661 -0.4450
H 3.109 -1.954 -1.464 -0.3652 0.0345 0.0056
C 3.008 0.836 -0.872 0.2769 0.1709 0.3576
H 3.618 1.293 -1.666 -0.3735 -0.0445 0.0971
H 3.565 -0.041 -0.533 -0.0629 0.2161 0.0260
H 2.941 1.546 -0.043 0.1947 -0.0574 -0.1391
C 0.972 2.683 -2.461 0.0037 0.5062 0.1919
H 1.165 2.803 -3.537 -0.0708 -0.1272 0.2397
H 1.828 3.097 -1.919 -0.1518 -0.1078 -0.1407
H 0.093 3.281 -2.208 0.3838 0.0069 -0.1405
C -1.299 0.797 -3.670 -0.2561 0.0707 -0.3996
H -0.900 0.651 -4.687 -0.2492 0.0783 0.2629
H -1.559 1.846 -3.529 0.1396 -0.2250 -0.2764
H -2.222 0.217 -3.558 0.2111 0.0417 -0.1910
C -3.377 0.923 0.310 -0.2845 -0.3639 -0.2110
C -3.368 0.629 -1.008 -0.4685 -0.3245 0.4835
C -4.258 1.392 -1.962 -0.2044 -0.2841 -0.4651
C -3.708 2.745 -2.466 0.0652 0.2055 -0.5220
C -2.475 3.241 -1.759 -0.3410 0.7190 0.0931
C -2.522 3.600 -0.468 -0.1129 0.5312 -0.3123
C -3.786 3.495 0.344 -0.0536 0.4729 0.2277
C -4.179 2.080 0.850 -0.1870 -0.0668 0.6404
H -5.246 1.599 -1.507 0.5757 -0.4020 0.0746
H -4.517 3.488 -2.349 0.4402 -0.1562 -0.1136
H -4.471 0.756 -2.837 0.0766 0.1900 0.3515
H -5.251 1.956 0.608 0.5008 -0.3006 0.1120
H -2.958 0.250 1.067 0.0720 0.1715 -0.3725
H -2.932 -0.302 -1.407 -0.0011 0.1487 0.3695
H -4.122 2.071 1.953 -0.0396 -0.0756 -0.4653
H -3.676 4.154 1.220 -0.1437 -0.2100 -0.3138
H -1.725 4.185 -0.004 -0.1540 -0.3768 -0.2985
H -4.644 3.891 -0.228 0.4688 -0.0495 0.0932
H -3.507 2.672 -3.545 -0.1009 0.1041 0.3723
H -1.630 3.499 -2.397 -0.2659 -0.0113 0.4044
P -1.016 -1.819 0.764 0.0703 -0.7134 0.6842
C -0.058 -3.379 0.800 0.2496 -0.1629 -0.2814
H -0.618 -4.156 1.343 -0.0172 0.4030 -0.1133
H 0.877 -3.185 1.352 -0.2803 -0.1631 -0.2513
H 0.182 -3.770 -0.194 -0.0873 0.1127 0.2746
C -1.160 -1.606 2.566 -0.1833 0.0393 0.2832
H -1.631 -2.511 2.987 0.1780 0.3779 -0.0963
H -1.760 -0.731 2.843 0.1031 -0.1934 -0.0418
H -0.145 -1.508 2.979 -0.3370 0.0616 -0.0673
C -2.680 -2.478 0.321 0.0636 0.3498 -0.2534
H -3.437 -1.693 0.419 0.0627 -0.3481 -0.0024
H -2.918 -3.315 0.993 0.1058 0.2811 -0.2079
H -2.676 -2.831 -0.719 -0.0323 0.0236 0.2798
P 0.346 1.868 1.349 0.1911 0.4455 0.7152
C 0.768 3.563 0.790 0.1378 0.0381 -0.2893
H 0.668 4.244 1.649 0.1235 -0.2191 -0.2576
H 0.077 3.886 0.005 0.3490 -0.0582 0.2089
H 1.790 3.623 0.396 -0.2209 -0.0278 0.1491
C -1.106 2.293 2.371 -0.2583 -0.0135 0.0973
H -1.949 2.580 1.729 0.3942 -0.0887 0.3191
H -0.839 3.145 3.012 -0.1172 -0.2848 -0.0947
H -1.410 1.446 2.995 0.0559 0.1733 -0.0632
C 1.632 1.603 2.633 0.0140 -0.2573 -0.0126
H 1.561 2.375 3.412 -0.1260 -0.0912 -0.3264
H 2.640 1.644 2.202 -0.2727 -0.0482 0.0601
H 1.506 0.620 3.099 0.0307 0.2006 -0.0788
C 2.390 -5.626 3.097 0.3647 0.1160 0.0076
N 1.930 -5.078 4.338 -0.9695 -0.0527 0.0458
C 2.434 -5.680 5.535 0.5518 0.0829 0.2772
C 1.439 -3.720 4.375 -0.3129 -0.9048 0.1414
C 2.398 -2.709 3.812 0.1175 -0.1113 0.9065
C 3.611 -2.404 4.481 -0.2388 0.1678 -0.8720
C 4.547 -1.568 3.860 -0.2361 -0.1105 0.1537
C 4.248 -0.976 2.633 -0.6917 -0.1778 -0.2455
C 2.987 -1.218 2.035 0.8234 0.7149 -0.4739
C 2.124 -2.091 2.624 1.2224 0.3223 0.6761
H 2.493 -6.715 3.225 -0.0806 0.3611 -0.2627
H 3.377 -5.221 2.800 -0.1257 -0.1656 -0.1236
H 1.675 -5.412 2.290 0.1073 -0.1227 0.1126
H 1.822 -5.372 6.394 0.1707 -0.2121 -0.1745
H 2.400 -6.774 5.422 -0.0277 0.3134 0.2152
H 3.485 -5.396 5.735 -0.1342 -0.1856 0.1544
H 0.511 -3.696 3.770 0.1891 0.1973 0.3118
H 1.190 -3.494 5.425 -0.0079 0.0510 -0.4231
H 3.808 -2.846 5.459 -0.0241 0.0609 -0.2922
H 5.502 -1.366 4.344 -0.2212 -0.0477 -0.1163
H 4.959 -0.323 2.121 -0.1902 -0.1610 0.2640
H 2.707 -0.679 1.132 0.1769 -0.1152 0.2613
```
Forces are in eV/Å.

## Properties
- total energy (eV) = -57020.114
- total charge = +2
- spin multiplicity = 3
- E_HOMO (alpha / beta) (eV) = -11.843 / -11.843
- molecular weight (u) = 713.6
- maximum force (eV/A) = 5.78

Here are the Mulliken charges for atoms 1 to 6, given in e: W -1.147; C 1.134; C 0.145; C 0.045; C 0.155; C 1.262

=====

The highest total energy belongs to which entry? C33H57NP2W

=====

The highest spin multiplicity belongs to which entry? C33H57FeN4OP2